A molecular structure, C30H44Br2N2P2Ti at a distorted geometry. Source: OMol25; level of theory: the ωB97M-V functional and the def2-TZVPD basis.

Computed properties:
F_max = 3.8 eV/Å
HOMO level (alpha / beta) = -12.12 / -12.12 eV
energy relative to the best compared isomer or geometry (same formula, charge and spin) = 0.0 kcal/mol
energy = -7958.551530 hartree
net charge = +2
2S+1 = 3

The geometry in XYZ format:
```
81
Properties=species:S:1:pos:R:3:forces:R:3:mulliken_spin:R:1
Br -2.225985 -1.826720 5.221621 0.246 0.848 -0.571 0.00
Br 3.125923 3.606303 -0.970351 0.085 0.295 0.035 -0.01
Ti -0.882166 0.679817 0.081093 -0.338 -1.620 3.454 1.15
P -0.850034 -1.863304 -0.008180 -0.522 -2.109 -0.447 -0.04
P 4.892827 -0.730217 0.569965 1.652 -0.415 0.335 0.00
N -1.160177 0.881183 2.237127 -0.770 -0.200 0.406 -0.02
N -5.869397 4.180211 -3.984196 -0.011 -0.225 0.065 0.14
C -3.578328 2.022608 -1.098915 -2.244 0.989 0.796 0.42
C -1.669049 -0.226156 4.308213 -0.292 -0.884 -0.065 0.00
C -1.321831 0.911781 5.023486 0.189 0.127 -0.424 0.00
C 6.657423 1.338140 0.329762 0.011 0.347 -0.013 0.00
C 0.184205 -2.658845 -1.303658 0.498 0.012 0.019 -0.01
C -0.916029 2.884081 -0.453629 0.421 1.499 -0.750 0.03
C -0.945032 2.043307 2.913720 0.088 -0.509 0.105 0.02
C 0.423200 3.238236 -0.138210 -0.456 0.848 -0.661 -0.02
C -0.637465 -3.235994 1.240598 0.423 0.336 0.925 0.01
C -1.571373 -0.235382 2.920415 0.538 0.728 -0.197 0.05
C -2.475272 1.230375 -1.460148 2.752 -0.616 -0.208 -0.01
C -5.250176 3.044726 -4.335952 0.392 -0.225 0.774 -0.06
C -5.883486 4.536596 -2.691771 0.308 -0.547 -0.107 -0.05
C -0.924539 2.049054 4.310702 -0.255 0.091 -0.094 0.00
C -3.660991 -1.875318 0.454514 -0.361 -0.002 0.155 0.00
C -4.535516 2.252225 -3.415913 0.048 0.638 -0.158 0.15
C -5.237142 3.794456 -1.699864 0.188 0.122 -0.082 0.13
C 1.291669 1.583777 -1.700488 -1.044 -0.128 -0.455 -0.01
C 1.487543 2.762431 -0.952114 -0.395 -0.880 1.106 -0.03
C -0.217836 -2.517263 -2.761063 0.091 -0.147 -0.320 0.01
C 3.774783 -1.027510 1.978426 -0.561 0.147 -0.168 0.00
C -4.458387 2.661637 -2.052221 -0.379 -0.229 -0.576 -0.02
C -1.157645 1.885793 -1.449892 -0.851 0.918 -1.935 0.11
C -0.033720 1.130446 -1.903209 0.745 0.682 -1.085 0.11
C -2.573557 -2.178876 -0.578896 -0.023 -0.097 -0.550 0.00
C 4.818619 -1.992428 -1.913647 -0.156 -0.021 -0.128 0.00
C 4.472491 -1.786503 3.116329 -0.213 -0.139 0.099 0.00
C 5.186390 1.085513 0.660205 -0.263 0.003 -0.097 0.00
C 4.021222 -1.042203 -1.011027 -0.528 0.204 -0.106 0.00
C -1.527655 -4.479720 1.127336 -0.196 -0.089 -0.160 0.00
H -2.621814 -3.236494 -0.896434 0.104 0.497 0.100 0.00
H 4.349709 -2.079003 -2.900214 0.036 -0.036 0.115 0.00
H -5.259441 4.154019 -0.673776 0.013 -0.114 -0.110 0.00
H -2.628393 0.421380 -2.181981 0.331 0.355 -0.171 0.00
H 4.922073 -1.078002 3.821429 0.020 -0.247 -0.134 0.00
H 0.409904 -3.554225 1.140299 -0.143 0.263 -0.033 0.00
H -4.442054 -2.649383 0.389793 0.187 0.424 0.077 0.00
H -1.249160 -2.840084 -2.930745 0.144 0.074 -0.015 0.00
H -5.281912 2.764198 -5.397772 -0.057 0.159 0.523 0.00
H 0.236222 -3.728097 -1.041027 -0.163 0.359 -0.084 0.00
H 7.305808 0.772786 1.011210 -0.174 0.105 -0.226 0.00
H -4.000005 1.369913 -3.777711 -0.213 0.302 0.135 0.01
H 2.108613 1.050314 -2.214355 -0.347 0.488 0.441 0.00
H 6.900446 2.399551 0.440830 0.073 -0.100 -0.154 0.00
H -4.131967 -0.898638 0.257631 0.137 -0.301 0.167 0.00
H -0.239667 0.295817 -2.567282 0.251 0.123 0.052 -0.02
H -0.822977 2.958919 2.292555 0.202 -0.890 0.758 0.00
H 3.419246 -0.049802 2.321968 -0.237 -0.176 0.118 0.00
H -0.701624 -2.830852 2.255807 -0.028 -0.111 -0.055 0.00
H -3.770197 2.162181 -0.031788 0.006 0.523 -0.245 -0.01
H 0.582210 4.069917 0.599839 0.054 -0.950 -0.887 0.00
H 3.736301 -2.394092 3.659919 0.270 0.158 0.030 0.00
H 1.197001 -2.269208 -1.124874 -0.135 -0.153 -0.188 0.00
H 2.915376 -1.579848 1.586162 -0.115 -0.133 0.169 0.00
H 4.942906 1.426705 1.677635 0.159 -0.124 -0.184 0.00
H -6.410563 5.466098 -2.450937 0.173 -0.413 -0.045 0.00
H 5.259320 -2.454515 2.735569 -0.282 0.241 0.130 0.00
H -1.807727 -1.123612 2.307669 0.296 0.777 0.782 -0.01
H -0.620580 2.937490 4.859024 -0.232 -0.058 -0.214 0.00
H 0.429143 -3.171899 -3.362716 -0.211 0.265 0.095 0.00
H -1.726485 3.595274 -0.183830 0.510 -0.921 0.257 -0.03
H 5.841975 -1.632926 -2.068804 -0.201 -0.066 0.125 0.00
H -2.737143 -1.566136 -1.477740 0.007 -0.362 0.176 0.00
H 6.877234 1.018765 -0.698403 0.064 0.129 0.269 0.00
H 4.871588 -2.993579 -1.471319 0.075 0.213 -0.064 0.00
H -1.101534 -5.279181 1.751153 -0.093 0.311 -0.173 0.00
H -2.553037 -4.307130 1.480292 0.279 0.041 -0.138 0.00
H -3.296782 -1.879924 1.492916 -0.241 -0.123 -0.349 0.00
H 3.032379 -1.458218 -0.774293 0.057 -0.021 -0.126 0.00
H -0.098679 -1.500683 -3.148306 -0.040 -0.225 0.010 -0.01
H 3.848527 -0.083276 -1.513664 0.062 -0.035 -0.070 0.00
H 4.502690 1.625021 -0.016113 0.390 -0.205 0.203 0.00
H -1.581232 -4.869897 0.102685 0.061 0.061 0.224 0.00
H -1.379165 0.894065 6.109540 0.134 0.141 -0.211 0.00
```
Positions in Å, forces in eV/Å.

8 unconnected molecules or ions with the total composition C30H44BrClFNO23S2. Source: OMol25; level of theory: the ωB97M-V functional and the def2-TZVPD basis.

Computed properties:
F_max = 0.7 eV/Å
HOMO level = -9.03 eV
energy = -6885.325352 hartree
net charge = 0

The geometry in XYZ format:
```
103
Properties=species:S:1:pos:R:3:forces:R:3:mulliken_charge:R:1
Br 2.707832 -0.079204 0.497327 -0.006 -0.203 0.208 0.04
Cl 1.375253 -3.182141 -0.771752 0.079 -0.069 0.214 -0.21
S 0.309490 2.449368 1.919268 -0.413 -0.109 0.065 -0.21
S 2.584780 3.316942 0.082909 0.096 -0.273 -0.130 -0.15
F 1.663335 -0.409565 -4.510330 -0.032 0.098 0.083 -0.33
O 9.033111 2.430026 1.989007 0.067 0.025 0.019 -0.56
O -4.091047 -2.741749 0.953174 0.140 0.117 0.062 -0.07
O 7.672233 -0.645221 3.206096 0.002 0.080 -0.014 -0.16
O 6.642070 2.592077 6.067193 -0.002 -0.002 -0.033 -0.37
O 1.843985 -0.777429 -2.288596 0.113 0.288 -0.240 -0.32
O 7.075503 4.033669 7.743336 0.004 0.007 0.033 -0.53
O -9.407416 0.948634 -3.825106 -0.175 0.036 -0.016 -0.58
O -4.953245 -3.502927 2.850105 0.028 0.026 0.033 -0.36
O -4.203526 0.270609 -4.314293 -0.028 -0.008 0.006 -0.32
O -2.947435 -6.608226 0.517136 -0.003 -0.053 -0.054 -0.39
O 6.340523 -2.242981 3.983301 -0.004 -0.002 0.009 -0.36
O -2.746515 -3.731618 2.459148 -0.016 0.026 0.064 -0.54
O -1.565209 -5.004932 -0.154546 -0.044 -0.026 -0.117 0.04
O 7.334330 4.652364 5.591870 -0.045 -0.064 0.008 -0.38
O -3.680605 -5.029636 -0.911464 -0.150 -0.098 -0.086 -0.56
O -3.271790 1.529505 -2.700324 0.116 0.070 0.100 -0.57
O -10.066149 2.707322 -2.586588 -0.007 0.039 0.027 -0.31
O 8.453718 0.995213 0.350189 -0.012 0.037 -0.012 -0.41
O 6.880556 2.130171 1.429961 -0.050 0.079 -0.009 -0.23
O 5.554522 -0.777011 2.464195 -0.074 0.011 -0.026 -0.40
O -5.506134 1.455070 -2.960697 -0.056 0.030 0.005 -0.35
O 0.741330 1.559196 -0.657114 0.135 -0.046 -0.009 0.27
O -10.075776 2.861916 -4.802059 -0.025 0.034 -0.019 -0.32
N -0.341844 3.495069 -2.803593 -0.128 0.019 0.048 -0.64
C 6.204473 1.480331 0.343074 -0.059 -0.062 -0.100 0.19
C -10.749341 4.035687 -4.329149 -0.041 0.066 0.056 -0.30
C -0.118680 3.726962 -0.364716 0.380 -0.015 -0.314 -1.21
C -3.825432 -3.356803 2.120621 -0.136 -0.043 -0.081 0.53
C -4.235306 1.127116 -3.271241 0.024 -0.087 -0.049 0.70
C -2.218637 -2.108251 -2.138443 0.187 0.140 -0.350 -0.47
C -5.509049 -2.685411 0.778707 -0.160 -0.046 -0.042 -0.28
C 0.693054 -0.621749 -1.502987 -0.148 -0.371 0.470 -0.44
C 6.480450 2.741716 4.648374 -0.026 0.017 -0.047 0.59
C -0.887597 -5.672156 0.918044 0.181 -0.034 0.176 -0.27
C -1.650622 -6.981782 1.002430 0.111 0.018 0.031 -0.47
C 7.203503 0.412527 -0.057066 -0.054 -0.053 0.003 -0.19
C 8.384273 -1.239135 4.301319 0.029 -0.032 0.088 -0.35
C -2.810794 -5.506661 -0.251715 0.104 0.161 0.197 0.48
C 0.849554 2.669546 0.192822 -0.004 0.190 0.234 0.41
C -5.542569 -0.171846 -4.575843 -0.076 -0.036 -0.036 -0.32
C 6.432838 -1.184741 3.155388 0.044 -0.046 0.069 0.46
C -10.308080 4.090084 -2.877001 -0.013 0.085 -0.048 -0.30
C 7.652945 -2.559662 4.466794 0.106 -0.004 0.026 -0.37
C -9.814298 2.064606 -3.745216 0.000 -0.047 0.004 0.70
C 0.094031 -2.001888 -1.168806 -0.057 0.104 -0.667 0.05
C 8.204085 1.903275 1.314484 -0.012 -0.178 0.057 0.71
C 0.195897 4.051510 -1.805985 -0.109 -0.022 -0.165 -0.18
C -6.375271 0.951808 -3.989601 0.089 -0.112 -0.084 -0.18
C -6.002465 -2.762990 2.213111 -0.065 0.040 -0.085 -0.42
C 7.373016 3.926089 4.352186 0.062 0.053 -0.155 -0.26
C 2.030576 0.153656 -3.299291 -0.024 -0.029 0.124 0.15
C -0.757442 -2.499089 -2.353870 0.113 0.404 0.536 -0.97
C 7.023232 3.788074 6.582236 0.004 -0.021 -0.038 0.59
C 0.937523 0.235152 -0.244402 -0.087 0.054 -0.520 -1.26
H 8.284662 -0.591344 5.173374 -0.028 -0.006 0.002 0.25
H -7.319275 0.624865 -3.570509 0.129 0.034 0.140 0.26
H -5.684464 -0.311698 -5.643337 0.106 0.054 -0.025 0.33
H -1.240991 -7.749058 0.343424 -0.005 0.004 -0.018 0.28
H 6.034663 2.216455 -0.444208 0.002 -0.009 -0.013 0.32
H 1.433612 1.053622 -3.143095 -0.082 -0.004 -0.084 0.15
H 7.004692 4.547947 3.541951 -0.017 0.103 0.077 0.28
H -6.945252 -3.290361 2.324767 0.055 -0.099 0.037 0.30
H 5.429359 2.943421 4.435047 -0.001 0.011 0.003 0.18
H 5.259896 1.075163 0.685627 0.013 0.054 0.122 -0.34
H 9.434111 -1.344965 4.045708 -0.023 0.031 -0.125 0.32
H -0.551096 -1.912476 -0.298882 0.082 -0.110 0.197 0.43
H 7.595370 -2.903241 5.495123 -0.120 0.040 0.012 0.32
H -2.290676 -1.102717 -1.717916 -0.024 0.066 0.051 0.16
H 3.089927 0.400570 -3.356695 0.038 -0.140 -0.041 0.20
H -2.722424 -2.809041 -1.482298 -0.111 -0.038 0.071 -0.06
H -9.376930 4.641828 -2.743345 0.013 -0.003 -0.020 0.26
H 8.071260 -3.349047 3.841176 0.008 0.008 -0.018 0.26
H -0.633294 -3.573561 -2.428733 -0.116 -0.092 -0.196 0.62
H -10.444557 4.898570 -4.913497 0.093 -0.061 -0.053 0.29
H 0.164098 -5.787156 0.672671 -0.029 0.022 -0.159 0.36
H -1.134837 3.340157 -0.315395 -0.091 -0.018 0.187 0.48
H 2.395014 4.278998 0.985831 -0.042 0.133 0.108 0.13
H 0.991652 1.348313 2.250086 0.325 0.018 -0.086 0.14
H -1.046099 2.818016 -2.496086 0.005 -0.071 -0.137 0.28
H -0.077064 -0.094909 -2.072534 -0.125 0.119 0.058 0.69
H -11.824375 3.885709 -4.434205 -0.007 -0.011 0.020 0.27
H -5.816125 -3.543686 0.179632 0.032 -0.025 0.012 0.24
H -2.718289 -2.064056 -3.105395 -0.218 -0.138 0.035 0.34
H 7.055907 -0.511865 0.499021 -0.022 0.039 -0.012 0.09
H -1.733351 -7.375257 2.011258 -0.121 0.050 0.017 0.33
H -6.075467 -1.781847 2.684530 0.026 0.009 -0.002 0.28
H 0.221935 -0.058630 0.519186 0.038 0.192 0.242 0.78
H 6.785030 1.838873 4.132761 0.062 -0.126 0.056 -0.45
H -5.702260 -1.121134 -4.062261 0.004 0.006 0.027 0.24
H -6.558127 1.749316 -4.712323 0.023 0.010 0.003 0.21
H -0.387917 -2.011961 -3.255168 0.185 -0.254 -0.169 0.32
H -5.782468 -1.766527 0.267722 0.114 0.053 0.028 0.30
H 7.219072 0.200872 -1.122177 0.125 0.103 -0.027 0.38
H 0.942986 4.816851 -2.001916 0.115 0.001 0.082 0.39
H -11.062775 4.483794 -2.202953 -0.031 -0.112 0.040 0.28
H 8.400514 3.636776 4.138461 -0.010 -0.037 0.009 0.32
H -0.993134 -5.066665 1.817251 -0.035 -0.040 -0.049 0.21
H -0.002260 4.620598 0.246314 -0.208 0.071 0.086 0.57
```
Positions in Å, forces in eV/Å.

Q: Among the records above, which one has the highest energy?
A: C30H44BrClFNO23S2

Q: Which value of energy does entry 1 give?
A: -7958.551530 hartree

Q: Look up the energy of the second one.
A: -6885.325352 hartree